[1]
Molecular formula: C15H32N8O6Tl
Method: DFT, ωB97M-V/def2-TZVPD

Summary:
- energy (eV) = -44958.9083
- charge = +1
- frontier orbital gap (spin up / spin down) (eV) = 4.831 / 4.909
- strongest force on any atom (hartree/bohr) = 0.0700

Last column: Löwdin charge in e.
Cartesian coordinates (Å):
1 O -1.2873 -0.0961 -4.1679  -0.23
2 H -1.0237 0.2876 -5.0170  0.12
3 Tl 0.1736 -0.1370 -1.5685  1.04
4 N -0.7715 2.3641 0.0856  0.05
5 N 0.5127 2.7125 -2.0904  -0.07
6 N -2.0603 -0.7070 0.1725  -0.03
7 N -2.1248 -1.7701 -2.1428  -0.05
8 O -1.6416 2.3672 1.0508  -0.04
9 O -2.1009 -0.1420 1.4126  -0.09
10 O -2.1481 -2.3788 -3.3764  -0.06
11 O 1.1880 2.7549 -3.1472  0.05
12 C 0.8417 3.5843 -1.0844  -0.20
13 C 0.0944 3.4114 0.1093  -0.22
14 C -2.6372 -1.9081 0.1333  -0.27
15 C -2.5804 -2.5499 -1.1747  -0.27
16 C 0.2380 4.2924 1.3026  0.01
17 H 0.6437 3.7264 2.1551  0.11
18 H -0.7416 4.6944 1.5913  0.11
19 H 0.9075 5.1351 1.1102  0.08
20 C 1.9277 4.5812 -1.2180  0.00
21 H 2.1885 4.7191 -2.2717  0.09
22 H 2.8276 4.2574 -0.6690  0.12
23 H 1.6156 5.5466 -0.8005  0.10
24 C -3.2682 -2.5870 1.3025  -0.01
25 C -2.9880 -3.9686 -1.3742  -0.01
26 H -3.6594 -1.8565 2.0180  0.09
27 H -2.5479 -3.2293 1.8324  0.10
28 H -4.0904 -3.2291 0.9655  0.09
29 H -2.5000 -4.3799 -2.2634  0.09
30 H -4.0768 -4.0497 -1.5053  0.11
31 H -2.7180 -4.5733 -0.4987  0.09
32 H -1.8930 0.8503 1.2177  0.04
33 H -1.8054 -1.6122 -3.9360  0.07
34 C -1.9981 0.9182 -3.3674  -0.16
35 H -1.2996 1.6727 -2.9876  0.02
36 H -2.4977 0.4108 -2.5374  0.05
37 H -2.7589 1.3949 -4.0030  0.11
38 O -3.9046 2.6494 -0.7570  -0.07
39 H -4.7363 2.5113 -0.2694  0.05
40 H -3.2077 2.5842 -0.0614  0.00
41 C 1.5138 0.0594 1.7934  -0.18
42 N 1.5921 -0.7857 0.5747  -0.24
43 C 1.2627 -2.1891 0.9618  -0.18
44 N 2.1802 -2.6987 1.9975  -0.08
45 C 2.0963 -1.8095 3.1831  -0.15
46 N 2.4390 -0.4087 2.8456  -0.09
47 C 3.8160 -0.3893 2.3002  -0.16
48 N 3.9518 -1.2461 1.0950  -0.08
49 C 2.9996 -0.7570 0.0746  -0.21
50 C 3.5657 -2.6288 1.4681  -0.15
51 H 0.4827 0.0255 2.1742  0.12
52 H 1.7794 1.0924 1.5183  0.12
53 H 1.3469 -2.8286 0.0699  0.13
54 H 0.2269 -2.2006 1.3351  0.12
55 H 2.8046 -2.1712 3.9426  0.13
56 H 1.0703 -1.8378 3.5797  0.13
57 H 4.0708 0.6461 2.0312  0.13
58 H 4.5032 -0.7600 3.0744  0.13
59 H 3.0706 -1.3925 -0.8207  0.12
60 H 3.2510 0.2814 -0.1879  0.12
61 H 4.2545 -2.9891 2.2462  0.13
62 H 3.6306 -3.2638 0.5726  0.13

***

[2]
Molecular formula: C6H11NO
Method: DFT, ωB97M-V/def2-TZVPD

Summary:
- energy (eV) = -9932.0124
- charge = 0
- frontier orbital gap (eV) = 8.811
- strongest force on any atom (hartree/bohr) = 0.0472

Last column: Löwdin charge in e.
Cartesian coordinates (Å):
1 C -0.2298 0.2210 -1.8248  -0.09
2 C 1.1092 -0.5675 0.4521  -0.14
3 C -1.5193 0.1552 -1.0442  -0.06
4 C 1.5947 0.7927 0.9089  -0.13
5 C -0.1973 -0.9192 -0.8673  -0.58
6 C -1.0309 -0.4956 1.0799  -0.11
7 N -1.2688 0.3710 1.9165  0.12
8 O -0.3488 -2.1304 -1.0032  -0.02
9 H -0.8569 1.2935 1.8329  0.07
10 H 0.3925 1.0870 -1.6314  0.10
11 H -0.2369 -0.1143 -2.8570  0.12
12 H 1.1124 -1.3179 1.2451  0.10
13 H 1.7846 -0.9482 -0.3146  0.10
14 H -1.8229 1.0715 -0.5572  0.08
15 H -2.3418 -0.4064 -1.4708  0.11
16 H -1.3644 -1.5308 1.0543  0.12
17 H 1.2497 1.5930 0.2495  0.07
18 H 1.2882 1.0173 1.9311  0.06
19 H 2.6865 0.8280 0.9001  0.08

***

[3]
Molecular formula: C38H26NO6S
Method: DFT, ωB97M-V/def2-TZVPD

Summary:
- energy (eV) = -64432.1074
- charge = +1
- frontier orbital gap (eV) = 6.170
- strongest force on any atom (hartree/bohr) = 0.0381

Last column: Löwdin charge in e.
Cartesian coordinates (Å):
1 O 5.8591 -7.6997 -2.7355  -0.32
2 S 4.6146 -7.0732 -2.4163  0.68
3 O 4.6932 -5.9259 -1.5545  -0.33
4 C 3.7402 -6.5174 -3.9336  -0.17
5 C 2.5703 -5.6287 -3.4377  -0.21
6 C 2.7942 -4.2657 -3.3700  0.04
7 C 1.7222 -3.4324 -2.8890  -0.01
8 C 0.5344 -3.9782 -2.4894  0.00
9 C 0.2933 -5.3804 -2.5582  -0.11
10 C -0.9187 -5.9662 -2.1650  0.05
11 N -1.0710 -7.2814 -2.2160  0.11
12 C -0.0905 -8.1263 -2.6688  -0.03
13 C 1.1158 -7.6692 -3.1051  0.03
14 C 1.3424 -6.2381 -3.0441  -0.07
15 H 3.7278 -7.9692 -1.8548  0.09
16 H 4.3920 -5.8978 -4.5634  0.12
17 H 3.2997 -7.3743 -4.4624  0.10
18 H 3.7629 -3.8560 -3.6641  0.14
19 H 1.9151 -2.3571 -2.8430  0.13
20 H -0.2254 -3.2725 -2.1027  0.13
21 H -1.7267 -5.3136 -1.8144  0.17
22 H -1.9550 -7.6789 -1.9100  0.19
23 H -0.3271 -9.1918 -2.6696  0.15
24 H 1.8793 -8.3475 -3.4804  0.12
25 C -1.2024 1.1762 3.2402  -0.06
26 C -0.3468 0.4652 2.4043  -0.05
27 C -0.8538 -0.2203 1.3126  0.00
28 C -2.2210 -0.2085 1.0572  -0.08
29 C -3.0818 0.4858 1.9105  -0.08
30 C -2.5665 1.1860 2.9946  -0.01
31 C -4.5511 0.4705 1.6818  -0.28
32 O -5.2992 1.0762 2.4191  0.12
33 C -5.0846 -0.3107 0.5336  -0.08
34 C -6.4582 -0.3835 0.3362  0.01
35 C -6.9674 -1.0965 -0.7374  -0.05
36 C -6.1051 -1.7331 -1.6248  -0.06
37 C -4.7352 -1.6683 -1.4293  -0.01
38 C -4.2196 -0.9658 -0.3453  -0.09
39 C -2.7504 -0.9323 -0.1263  -0.28
40 O -1.9931 -1.4932 -0.9005  0.07
41 H -0.8029 1.7192 4.0877  0.12
42 H 0.7174 0.4494 2.6052  0.12
43 H -0.1855 -0.7677 0.6612  0.12
44 H -3.2307 1.7357 3.6494  0.13
45 H -7.1312 0.1135 1.0226  0.13
46 H -8.0381 -1.1557 -0.8863  0.11
47 H -6.5047 -2.2834 -2.4675  0.11
48 H -4.0668 -2.1676 -2.1187  0.11
49 C -1.8185 5.9625 2.1088  -0.05
50 C -1.4091 4.6327 2.1525  -0.05
51 C -0.0592 4.3222 2.1711  0.00
52 C 0.8879 5.3380 2.1346  -0.08
53 C 0.4780 6.6703 2.0671  -0.08
54 C -0.8776 6.9788 2.0656  0.00
55 C 1.4792 7.7677 1.9785  -0.28
56 O 1.1237 8.9265 1.9238  0.11
57 C 2.9234 7.4131 1.9499  -0.08
58 C 3.8717 8.4197 1.8106  0.00
59 C 5.2206 8.1034 1.7959  -0.05
60 C 5.6293 6.7799 1.9293  -0.06
61 C 4.6883 5.7719 2.0630  0.00
62 C 3.3332 6.0827 2.0644  -0.09
63 C 2.3330 4.9890 2.1733  -0.28
64 O 2.6866 3.8309 2.2864  0.10
65 H -2.8740 6.2043 2.1033  0.11
66 H -2.1458 3.8390 2.1741  0.09
67 H 0.2569 3.2884 2.2100  0.10
68 H -1.1977 8.0119 2.0265  0.12
69 H 3.5570 9.4503 1.7099  0.12
70 H 5.9573 8.8887 1.6822  0.11
71 H 6.6842 6.5356 1.9247  0.11
72 H 5.0083 4.7428 2.1620  0.12

***

[4]
Molecular formula: C20H11F4O5S
Method: DFT, ωB97M-V/def2-TZVPD

Summary:
- energy (eV) = -52858.9387
- charge = -1
- frontier orbital gap (eV) = 4.203
- strongest force on any atom (hartree/bohr) = 0.0645

Last column: Löwdin charge in e.
Cartesian coordinates (Å):
1 F -1.1513 -3.2999 -0.4395  0.13
2 C -1.3417 -2.3273 0.4746  -0.09
3 C -0.6791 -2.3032 1.6456  -0.11
4 F 0.2069 -3.2679 1.9565  0.12
5 C -0.9393 -1.2750 2.6529  -0.25
6 O -0.4143 -1.3163 3.7730  0.13
7 C -1.9517 -0.2779 2.2968  -0.11
8 F -2.1824 0.6907 3.2019  0.12
9 C -2.6708 -0.3723 1.1598  -0.10
10 F -3.7267 0.4247 0.9334  0.14
11 C -2.4389 -1.4223 0.1705  -0.22
12 O -3.2691 -1.6916 -0.7055  0.17
13 C 2.0848 3.5261 -5.9394  -0.11
14 C 0.6917 3.5607 -6.0950  -0.09
15 C -0.0920 2.5040 -5.6191  -0.06
16 C 0.5181 1.4192 -4.9721  -0.26
17 S -0.4433 -0.0410 -4.5009  0.64
18 C -0.8402 -0.0564 -2.8104  -0.19
19 C -2.2413 0.0200 -2.4572  -0.50
20 O -2.6145 0.8117 -1.5880  -0.02
21 C -3.1732 -0.9175 -3.2066  -0.20
22 C -2.7513 -2.1003 -3.8182  -0.05
23 C -3.6344 -2.8259 -4.6197  -0.08
24 C -4.9716 -2.4152 -4.7266  -0.10
25 C -5.4161 -1.2864 -4.0235  -0.09
26 C -4.5216 -0.5592 -3.2381  -0.03
27 O -1.6401 0.1777 -5.2816  -0.34
28 O 0.4215 -1.1717 -4.7808  -0.36
29 C 1.9055 1.3770 -4.8383  -0.08
30 C 2.6901 2.4341 -5.3030  -0.10
31 H 2.6994 4.3473 -6.3208  0.09
32 H 0.2165 4.4081 -6.5968  0.10
33 H -1.1691 2.5161 -5.7759  0.11
34 H -0.0935 0.3991 -2.1551  0.07
35 H -1.7298 -2.4576 -3.6623  0.11
36 H -3.2611 -3.6964 -5.1641  0.10
37 H -5.6587 -2.9718 -5.3673  0.09
38 H -6.4548 -0.9620 -4.0753  0.09
39 H -4.8307 0.3082 -2.6602  0.12
40 H 2.3700 0.5022 -4.3905  0.11
41 H 3.7725 2.3927 -5.1776  0.10

***

[5]
Molecular formula: C3H2Cl2O
Method: DFT, ωB97M-V/def2-TZVPD

Summary:
- energy (eV) = -30233.2579
- charge = 0
- frontier orbital gap (eV) = 9.619
- strongest force on any atom (hartree/bohr) = 0.0562

Last column: Löwdin charge in e.
Cartesian coordinates (Å):
1 C -0.4036 0.3549 1.6754  -0.72
2 C 0.8641 0.3649 2.1207  -0.84
3 C 0.1093 -0.0434 0.3504  -0.19
4 O 1.4199 0.1430 0.8560  -0.07
5 Cl -1.9589 0.3136 2.3619  0.68
6 Cl 1.6628 0.4026 3.5382  0.83
7 H 0.0534 -1.2234 0.1457  0.18
8 H -0.2199 0.6263 -0.4641  0.13

***

[6]
Molecular formula: C8H15IN
Method: DFT, ωB97M-V/def2-TZVPD

Summary:
- energy (eV) = -18117.6964
- charge = +1
- frontier orbital gap (eV) = 7.559
- strongest force on any atom (hartree/bohr) = 0.0620

Last column: Löwdin charge in e.
Cartesian coordinates (Å):
1 C -1.8875 -0.9169 0.9144  0.10
2 C -1.1989 -1.4009 -0.1086  -0.37
3 C 0.0951 -0.9641 -0.7425  -0.10
4 C 1.5246 -1.6649 1.2955  -0.40
5 C -2.0071 -2.1818 -1.1106  -0.06
6 C 0.6348 1.7968 0.0173  -0.04
7 C 2.5056 1.2409 1.5641  -0.04
8 C 1.1245 0.7563 1.0571  -0.35
9 N 1.1592 -0.6498 0.3636  -0.20
10 I 1.2585 -3.6956 0.8518  1.01
11 H -2.8180 -1.2914 1.2227  0.08
12 H 0.5217 -1.8754 -1.2189  0.09
13 H 0.1513 -0.1083 -1.3623  0.10
14 H -1.3571 -0.2826 1.5900  0.05
15 H -2.6548 -3.0309 -0.7589  0.12
16 H -1.4064 -2.6031 -1.8259  0.04
17 H -2.7424 -1.6546 -1.6205  0.07
18 H 0.7085 2.8657 0.3635  0.11
19 H 1.0930 1.5128 -0.9569  0.09
20 H -0.4976 1.6071 -0.1430  0.11
21 H 2.7198 0.6509 2.4649  0.09
22 H 2.3364 2.3187 1.7994  0.10
23 H 3.1976 1.2718 0.7566  0.08
24 H 0.5083 0.5375 1.9865  0.15
25 H 1.9947 -0.6929 -0.2103  0.16